No. 1
A cluster of 6 separate species, C6H24O8 in total at a distorted geometry, computed with the ωB97M-V functional and the def2-TZVPD basis.

Output
LUMO = 0.47 eV
strongest force on any atom = 3.5 eV/A
molecular weight = 224.25 g/mol
Kohn-Sham gap = 0.3813 hartree
energy above the lowest of the compared OMol25 structures with the same formula, charge and spin = 82.2 kcal per mole
E = -22988.871 eV
SMILES = OCCO.OCCO.CO.CO.O.O

Last column: natural (NBO) charge in e.
Cartesian coordinates (Å):
O1 1.249 4.618 2.481  -0.96
H1 0.547 5.107 2.046  0.48
H2 1.187 3.644 2.418  0.48
O2 -3.983 2.314 0.163  -0.96
H3 -3.928 2.957 -0.556  0.47
H4 -3.115 1.984 0.341  0.48
C1 -3.441 -1.621 -0.025  -0.08
C2 -2.128 -2.164 -0.649  -0.09
O3 -1.503 -1.067 -1.266  -0.75
O4 -3.168 -1.399 1.345  -0.74
H5 -4.241 -2.381 -0.086  0.15
H6 -3.791 -0.746 -0.589  0.18
H7 -2.405 -2.945 -1.282  0.17
H8 -1.694 -2.626 0.267  0.18
H9 -0.553 -1.256 -1.355  0.50
H10 -4.009 -1.055 1.777  0.48
C3 2.878 -1.352 -1.469  -0.08
C4 3.748 -0.120 -1.195  -0.09
O5 3.480 0.916 -2.096  -0.72
O6 1.577 -1.148 -1.186  -0.78
H11 3.180 -2.256 -0.945  0.15
H12 2.960 -1.609 -2.511  0.18
H13 4.748 -0.382 -1.457  0.18
H14 3.718 0.173 -0.117  0.16
H15 2.638 1.339 -1.969  0.47
H16 1.503 -0.926 -0.251  0.50
C5 0.404 -1.876 1.919  -0.26
O7 0.967 -0.700 1.290  -0.76
H17 1.115 -2.183 2.742  0.17
H18 -0.589 -1.737 2.310  0.21
H19 0.496 -2.660 1.236  0.18
H20 0.354 -0.002 1.390  0.50
C6 0.531 2.115 -0.485  -0.26
O8 -0.622 1.382 -0.023  -0.76
H21 0.451 2.474 -1.459  0.17
H22 0.665 2.969 0.170  0.18
H23 1.518 1.606 -0.351  0.16
H24 -0.746 0.612 -0.570  0.50

No. 2
A cluster of 5 separate species, C6H25N2O4 in total at a distorted geometry, computed with the ωB97M-V functional and the def2-TZVPD basis.

Output
LUMO (spin up / spin down) = 0.32 / 0.16 eV
strongest force on any atom = 3.3 eV/A
2S+1 = 2
molecular weight = 189.28 g/mol
Kohn-Sham gap (spin up / spin down) = 0.0945 / 0.3644 hartree
energy above the lowest of the compared OMol25 structures with the same formula, charge and spin = 27.9 kcal per mole
E = -17793.912 eV

Last column: Löwdin spin population.
Cartesian coordinates (Å):
N1 1.660 -1.453 -0.469  0.03
C1 0.313 -0.915 -0.170  0.04
C2 -0.210 -1.244 1.260  0.02
C3 -1.507 -0.436 1.369  0.02
C4 -1.812 -0.141 2.835  0.02
C5 -0.705 -1.230 -1.249  0.02
N2 0.053 -1.255 -2.536  0.01
C6 -0.258 -0.160 -3.476  0.03
H1 1.626 -2.478 -0.369  0.01
H2 2.333 -1.049 0.210  0.01
H3 1.886 -1.193 -1.443  0.02
H4 0.344 0.225 -0.117  0.03
H5 -0.262 -2.344 1.367  0.00
H6 0.572 -0.875 2.004  0.01
H7 -2.331 -0.983 0.892  0.00
H8 -1.551 0.488 0.784  0.02
H9 -2.310 0.839 2.835  0.01
H10 -2.478 -0.788 3.393  0.00
H11 -0.959 -0.067 3.488  0.01
H12 -1.296 -2.167 -1.045  0.00
H13 -1.539 -0.547 -1.341  0.00
H14 0.041 -2.136 -3.037  0.00
H15 -1.140 0.440 -3.307  0.01
H16 -0.369 -0.629 -4.466  0.00
H17 0.568 0.563 -3.479  0.01
H18 1.225 1.971 1.654  0.06
H19 2.591 2.507 2.179  0.05
O1 2.030 1.718 2.138  0.12
H20 -3.385 2.540 -0.430  0.01
H21 -3.817 1.558 -1.482  0.01
O2 -3.027 2.037 -1.177  0.04
H22 3.402 -0.946 2.470  0.01
H23 2.752 0.228 1.887  0.02
O3 3.360 -0.507 1.603  0.05
H24 2.114 3.031 -0.738  0.06
H25 0.702 3.005 -1.182  0.05
O4 1.386 2.393 -0.858  0.18

No. 3
A cluster of 6 separate species, C6H25N2O5 in total at a distorted geometry, computed with the ωB97M-V functional and the def2-TZVPD basis.

Output
LUMO = -2.26 eV
strongest force on any atom = 1.2 eV/A
molecular weight = 205.28 g/mol
Kohn-Sham gap = 0.3877 hartree
energy above the lowest of the compared OMol25 structures with the same formula, charge and spin = 0.0 kcal per mole
E = -19841.009 eV
net charge = +1

Last column: natural (NBO) charge in e.
Cartesian coordinates (Å):
C1 -0.915 0.031 -0.589  -0.24
N1 -1.658 -0.642 -1.648  -0.64
C2 -2.960 -1.124 -1.171  -0.41
C3 0.515 0.356 -1.075  -0.06
N2 1.519 0.180 0.051  -0.58
C4 2.581 1.200 -0.115  -0.23
C5 1.893 2.394 -0.771  -0.42
C6 0.734 1.800 -1.582  -0.42
H1 -0.863 -0.623 0.281  0.21
H2 -1.413 0.936 -0.224  0.20
H3 -1.804 -0.033 -2.446  0.37
H4 -3.496 -1.576 -2.003  0.22
H5 -2.799 -1.883 -0.408  0.20
H6 -3.578 -0.328 -0.751  0.19
H7 0.806 -0.328 -1.863  0.23
H8 1.919 -0.797 0.017  0.48
H9 1.049 0.313 0.987  0.47
H10 2.996 1.456 0.859  0.23
H11 3.416 0.830 -0.703  0.22
H12 2.572 2.941 -1.420  0.24
H13 1.529 3.078 -0.006  0.22
H14 -0.167 2.399 -1.455  0.22
H15 0.937 1.774 -2.651  0.23
H16 -0.424 1.237 2.554  0.51
H17 -0.077 -0.283 2.961  0.52
O1 0.262 0.531 2.500  -1.02
H18 -1.606 -2.168 3.885  0.49
H19 -0.120 -2.548 3.958  0.49
O2 -0.717 -1.793 3.819  -0.96
H20 2.772 -2.944 -0.682  0.50
H21 1.286 -2.575 -1.055  0.52
O3 1.998 -2.406 -0.407  -1.00
H22 -1.400 3.401 2.594  0.49
H23 -2.385 2.418 3.209  0.49
O4 -1.722 2.497 2.502  -0.96
H24 -0.308 -3.334 -2.621  0.49
H25 -0.532 -1.854 -2.208  0.50
O5 0.162 -2.534 -2.324  -1.00

No. 4
A cluster of 6 separate species, C6H25NO7 in total, computed with the ωB97M-V functional and the def2-TZVPD basis.

Output
LUMO = -0.03 eV
strongest force on any atom = 0.7 eV/A
molecular weight = 223.27 g/mol
Kohn-Sham gap = 0.3111 hartree
energy above the lowest of the compared OMol25 structures with the same formula, charge and spin = 67.8 kcal per mole
E = -22449.064 eV
SMILES = COCCNCCOC.O.O.O.O.O

Last column: natural (NBO) charge in e.
Cartesian coordinates (Å):
C1 -11.740 -3.969 1.084  -0.25
O1 -10.944 -5.103 0.839  -0.55
C2 -10.382 -5.090 -0.455  -0.06
C3 -9.495 -6.308 -0.585  -0.24
N1 -8.299 -6.135 0.208  -0.63
C4 -7.457 -7.320 0.316  -0.24
C5 -6.825 -7.681 -1.015  -0.07
O2 -5.941 -8.787 -0.922  -0.54
C6 -6.578 -10.027 -0.700  -0.25
H1 -12.633 -3.967 0.444  0.16
H2 -11.167 -3.046 0.953  0.17
H3 -12.077 -4.031 2.118  0.20
H4 -9.779 -4.185 -0.614  0.17
H5 -11.184 -5.112 -1.209  0.16
H6 -9.230 -6.473 -1.631  0.19
H7 -10.082 -7.194 -0.271  0.17
H8 -8.528 -5.821 1.143  0.38
H9 -8.041 -8.170 0.711  0.16
H10 -6.653 -7.112 1.022  0.20
H11 -6.181 -6.853 -1.312  0.19
H12 -7.569 -7.869 -1.797  0.16
H13 -7.237 -10.034 0.172  0.16
H14 -5.794 -10.762 -0.538  0.19
H15 -7.170 -10.320 -1.580  0.16
O3 -9.255 -2.123 5.527  -0.96
H16 -8.725 -2.575 6.190  0.48
H17 -9.729 -1.436 6.006  0.49
O4 -11.487 -6.187 6.568  -0.94
H18 -10.692 -5.795 6.942  0.47
H19 -12.125 -6.195 7.289  0.48
O5 -14.694 -3.203 3.373  -0.96
H20 -14.904 -3.667 2.557  0.46
H21 -13.877 -3.618 3.681  0.49
O6 -8.551 -3.243 2.955  -0.96
H22 -8.650 -2.744 3.777  0.49
H23 -8.246 -2.605 2.305  0.47
O7 -12.114 -4.049 4.692  -0.99
H24 -11.258 -3.666 4.470  0.48
H25 -11.917 -4.828 5.235  0.50

Question: Among the records above, which one has the lowest strongest force on any atom?
Answer: C6H25NO7

Copy entry 4 word for word.
A cluster of 6 separate species, C6H25NO7 in total, computed with the ωB97M-V functional and the def2-TZVPD basis.

Output
LUMO = -0.03 eV
strongest force on any atom = 0.7 eV/A
molecular weight = 223.27 g/mol
Kohn-Sham gap = 0.3111 hartree
energy above the lowest of the compared OMol25 structures with the same formula, charge and spin = 67.8 kcal per mole
E = -22449.064 eV
SMILES = COCCNCCOC.O.O.O.O.O

Last column: natural (NBO) charge in e.
Cartesian coordinates (Å):
C1 -11.740 -3.969 1.084  -0.25
O1 -10.944 -5.103 0.839  -0.55
C2 -10.382 -5.090 -0.455  -0.06
C3 -9.495 -6.308 -0.585  -0.24
N1 -8.299 -6.135 0.208  -0.63
C4 -7.457 -7.320 0.316  -0.24
C5 -6.825 -7.681 -1.015  -0.07
O2 -5.941 -8.787 -0.922  -0.54
C6 -6.578 -10.027 -0.700  -0.25
H1 -12.633 -3.967 0.444  0.16
H2 -11.167 -3.046 0.953  0.17
H3 -12.077 -4.031 2.118  0.20
H4 -9.779 -4.185 -0.614  0.17
H5 -11.184 -5.112 -1.209  0.16
H6 -9.230 -6.473 -1.631  0.19
H7 -10.082 -7.194 -0.271  0.17
H8 -8.528 -5.821 1.143  0.38
H9 -8.041 -8.170 0.711  0.16
H10 -6.653 -7.112 1.022  0.20
H11 -6.181 -6.853 -1.312  0.19
H12 -7.569 -7.869 -1.797  0.16
H13 -7.237 -10.034 0.172  0.16
H14 -5.794 -10.762 -0.538  0.19
H15 -7.170 -10.320 -1.580  0.16
O3 -9.255 -2.123 5.527  -0.96
H16 -8.725 -2.575 6.190  0.48
H17 -9.729 -1.436 6.006  0.49
O4 -11.487 -6.187 6.568  -0.94
H18 -10.692 -5.795 6.942  0.47
H19 -12.125 -6.195 7.289  0.48
O5 -14.694 -3.203 3.373  -0.96
H20 -14.904 -3.667 2.557  0.46
H21 -13.877 -3.618 3.681  0.49
O6 -8.551 -3.243 2.955  -0.96
H22 -8.650 -2.744 3.777  0.49
H23 -8.246 -2.605 2.305  0.47
O7 -12.114 -4.049 4.692  -0.99
H24 -11.258 -3.666 4.470  0.48
H25 -11.917 -4.828 5.235  0.50